[1]
{"formula": "C12H27ClIMoN2OP2S", "method": "wB97M-V/def2-TZVPD", "orbital_gap_ev": [6.0, 4.7], "total_charge": 3, "spin_multiplicity": 3, "e_above_lowest_kj_mol": 158.5, "s_squared": 2.118, "symbols": ["C", "C", "H", "H", "H", "O", "I", "Mo", "P", "C", "C", "H", "H", "H", "H", "H", "H", "C", "H", "H", "H", "P", "C", "C", "H", "H", "H", "C", "H", "H", "H", "H", "H", "H", "Cl", "C", "N", "C", "C", "N", "C", "S", "H", "H", "H", "H", "H", "H"], "xyz": [[0.001, 0.850, -3.233], [-0.041, 1.104, -1.742], [0.050, 1.838, -3.714], [-0.871, 0.286, -3.633], [0.883, 0.254, -3.547], [0.017, 2.141, -1.063], [-0.092, -2.719, -3.294], [0.054, -1.090, -1.181], [2.282, -0.249, -1.072], [2.713, 1.047, 0.121], [3.024, -1.771, -0.508], [3.719, -2.085, -1.305], [4.246, 0.499, -2.229], [2.291, -2.575, -0.320], [3.175, -0.491, -3.297], [2.775, 0.658, 1.146], [3.613, -1.533, 0.393], [3.208, 0.301, -2.541], [3.685, 1.465, -0.183], [2.749, 1.206, -2.965], [1.948, 1.837, 0.085], [-2.219, -0.048, -1.086], [-2.724, 1.186, 0.138], [-3.205, 0.443, -2.529], [-1.970, -2.370, -0.505], [-3.525, -2.007, -1.414], [-3.385, -1.541, 0.330], [-2.834, -1.664, -0.618], [-3.247, -0.385, -3.236], [-4.232, 0.679, -2.221], [-3.715, 1.585, -0.113], [-2.030, 2.035, 0.146], [-2.805, 1.311, -3.062], [-2.774, 0.770, 1.149], [0.057, -3.304, -0.145], [-0.092, -1.592, 4.093], [-0.073, -0.190, 3.737], [-0.071, 0.826, 4.671], [-0.038, 1.994, 3.977], [-0.033, 1.673, 2.611], [-0.044, 0.315, 2.482], [-0.045, -0.784, 1.161], [-0.969, -2.098, 3.696], [0.807, -2.105, 3.757], [-0.128, -1.621, 5.177], [-0.106, 0.577, 5.724], [-0.023, 3.008, 4.343], [-0.006, 2.333, 1.818]]}

***

[2]
{"formula": "C15H18O", "method": "wB97M-V/def2-TZVPD", "orbital_gap_ev": 9.0, "spin_multiplicity": 1, "e_above_lowest_kj_mol": 54.2, "smiles": "CCc1ccc(O)cc1.Cc1ccccc1", "symbols": ["C", "C", "C", "C", "C", "C", "O", "C", "C", "H", "H", "H", "H", "H", "H", "H", "H", "H", "H", "C", "C", "C", "C", "C", "C", "C", "H", "H", "H", "H", "H", "H", "H", "H"], "xyz": [[1.238, 0.250, -2.571], [1.089, -0.884, -1.586], [1.663, -0.690, -0.193], [2.307, -1.741, 0.466], [2.893, -1.497, 1.707], [2.802, -0.256, 2.318], [3.363, -0.018, 3.544], [2.335, 0.816, 1.574], [1.590, 0.556, 0.422], [1.015, 1.185, -2.065], [0.602, 0.035, -3.428], [2.257, 0.332, -2.955], [0.026, -1.090, -1.436], [1.344, -1.880, -1.968], [2.170, -2.740, 0.071], [3.415, -2.324, 2.175], [3.444, -0.842, 4.043], [2.364, 1.835, 1.932], [1.066, 1.372, -0.051], [-3.372, 2.089, -1.383], [-2.738, 1.039, -0.524], [-2.895, -0.301, -0.864], [-2.327, -1.304, -0.106], [-1.649, -0.978, 1.067], [-1.502, 0.347, 1.423], [-1.976, 1.355, 0.585], [-2.938, 2.097, -2.364], [-3.361, 3.075, -0.928], [-4.426, 1.862, -1.574], [-3.338, -0.525, -1.824], [-2.435, -2.316, -0.432], [-1.230, -1.747, 1.704], [-0.878, 0.508, 2.294], [-1.919, 2.379, 0.928]]}

***

[3]
{"formula": "C27H25MoN5O2", "method": "wB97M-V/def2-TZVPD", "orbital_gap_ev": [5.2, 5.7], "total_charge": 4, "spin_multiplicity": 3, "s_squared": 2.028, "symbols": ["Mo", "C", "O", "C", "N", "C", "C", "C", "C", "C", "C", "C", "C", "C", "C", "C", "C", "N", "C", "N", "C", "C", "O", "C", "C", "C", "C", "C", "C", "H", "H", "H", "H", "H", "H", "H", "H", "H", "H", "H", "H", "H", "H", "H", "H", "H", "H", "H", "C", "C", "N", "C", "C", "N", "H", "H", "H", "H", "H", "H"], "xyz": [[0.050, -0.545, -0.190], [4.349, 0.107, 0.158], [3.644, 1.411, 0.372], [2.393, 1.181, 0.350], [2.003, -0.060, 0.208], [3.180, -0.901, -0.018], [2.951, -1.494, -1.390], [3.782, -2.480, -1.888], [3.525, -3.027, -3.143], [2.453, -2.576, -3.917], [1.611, -1.592, -3.430], [1.876, -1.041, -2.175], [1.326, 2.188, 0.424], [1.429, 3.541, 0.684], [0.251, 4.283, 0.757], [-0.984, 3.638, 0.609], [-0.976, 2.287, 0.339], [0.155, 1.574, 0.214], [-2.115, 1.368, 0.242], [-1.835, 0.064, 0.145], [-3.139, -0.688, 0.103], [-4.168, 0.472, 0.092], [-3.328, 1.699, 0.252], [-3.164, -1.597, -1.098], [-4.344, -2.083, -1.642], [-4.307, -2.890, -2.776], [-3.100, -3.224, -3.378], [-1.901, -2.772, -2.840], [-1.983, -1.983, -1.712], [4.976, -0.076, 1.023], [4.964, 0.225, -0.728], [3.222, -1.686, 0.735], [4.624, -2.839, -1.305], [4.159, -3.820, -3.519], [2.290, -2.976, -4.909], [0.803, -1.217, -4.047], [1.293, -0.149, -1.882], [2.401, 3.997, 0.835], [0.287, 5.350, 0.948], [-1.921, 4.175, 0.706], [-3.226, -1.266, 1.022], [-4.876, 0.458, 0.913], [-4.693, 0.580, -0.851], [-5.300, -1.843, -1.188], [-5.235, -3.257, -3.196], [-3.082, -3.838, -4.269], [-0.957, -3.046, -3.293], [-1.019, -1.656, -1.258], [0.314, -1.961, 2.951], [0.582, -2.821, 1.768], [0.583, -2.436, 0.467], [0.883, -3.567, -0.315], [1.044, -4.608, 0.519], [0.856, -4.114, 1.804], [0.148, -0.924, 2.658], [1.147, -1.988, 3.656], [-0.571, -2.307, 3.490], [0.952, -3.541, -1.388], [1.265, -5.645, 0.318], [0.909, -4.672, 2.650]]}

***

[4]
{"formula": "C12H26NiO2PS6", "method": "wB97M-V/def2-TZVPD", "orbital_gap_ev": [7.3, 6.8], "spin_multiplicity": 2, "e_above_lowest_kj_mol": 0.0, "s_squared": 0.756, "symbols": ["Ni", "C", "C", "S", "C", "C", "S", "C", "C", "S", "C", "C", "S", "H", "H", "H", "H", "H", "H", "H", "H", "H", "H", "H", "H", "H", "H", "H", "H", "C", "C", "O", "P", "S", "S", "O", "C", "C", "H", "H", "H", "H", "H", "H", "H", "H", "H", "H"], "xyz": [[-0.550, -0.170, -0.712], [2.208, 0.337, 1.067], [1.429, 1.608, 1.382], [-0.357, 1.489, 1.044], [-0.601, 3.217, 0.537], [-2.028, 3.492, 0.052], [-2.704, 2.337, -1.170], [-2.060, 2.956, -2.740], [-0.556, 3.038, -2.914], [0.234, 1.421, -2.709], [1.881, 1.928, -2.132], [2.698, 0.703, -1.712], [1.907, -0.434, -0.540], [1.966, -0.453, 1.781], [3.275, 0.546, 1.155], [1.819, 2.437, 0.791], [1.570, 1.864, 2.433], [0.128, 3.448, -0.238], [-0.389, 3.856, 1.397], [-2.091, 4.511, -0.338], [-2.718, 3.432, 0.895], [-2.492, 3.937, -2.950], [-2.477, 2.262, -3.473], [-0.118, 3.741, -2.205], [-0.351, 3.418, -3.917], [1.766, 2.629, -1.305], [2.406, 2.442, -2.940], [3.666, 1.016, -1.317], [2.891, 0.086, -2.591], [-2.182, -6.367, -0.616], [-1.530, -5.219, -1.355], [-0.941, -4.294, -0.423], [-1.624, -2.879, -0.154], [-0.655, -1.917, 1.246], [-1.858, -1.785, -1.759], [-3.078, -3.390, 0.326], [-4.064, -2.424, 0.706], [-5.371, -3.151, 0.923], [-2.556, -7.102, -1.329], [-3.013, -6.007, -0.013], [-1.462, -6.855, 0.040], [-2.247, -4.698, -1.994], [-0.712, -5.570, -1.987], [-4.151, -1.675, -0.087], [-3.728, -1.924, 1.618], [-5.716, -3.607, -0.004], [-6.133, -2.452, 1.269], [-5.254, -3.933, 1.672]]}

***

Q: Which max |F| values were calculated for the entries above? A: 5.10, 1.91, 1.52, 1.28, in eV Å⁻¹.